A molecular structure, C42H32AuBrGeN6 in a non-equilibrium geometry, computed with ωB97M-V/def2-TZVPD.

Positions of all 83 atoms, in Å:
Au (0.066, -0.094, 0.042)
C (3.004, -1.395, -2.815)
C (3.547, -0.222, -3.373)
C (3.099, 0.970, -2.900)
C (2.078, 1.059, -1.910)
N (1.517, -0.102, -1.426)
C (2.030, -1.267, -1.867)
N (1.750, 2.292, -1.589)
C (0.888, 2.661, -0.670)
N (0.187, 1.877, 0.194)
C (-0.662, 2.654, 0.931)
N (-1.601, 2.242, 1.756)
C (-1.823, 0.997, 2.130)
C (-2.922, 0.823, 3.017)
C (-3.195, -0.383, 3.583)
C (-2.337, -1.461, 3.292)
C (-1.337, -1.272, 2.382)
N (-1.093, -0.109, 1.748)
C (-0.454, 4.030, 0.570)
C (-1.006, 5.225, 1.017)
C (-0.591, 6.394, 0.410)
C (0.338, 6.384, -0.635)
C (0.903, 5.208, -1.079)
C (0.521, 4.029, -0.454)
H (3.346, -2.376, -3.107)
H (4.305, -0.278, -4.141)
H (3.483, 1.915, -3.248)
H (1.601, -2.155, -1.428)
H (-3.498, 1.712, 3.214)
H (-4.042, -0.511, 4.237)
H (-2.455, -2.419, 3.771)
H (-0.685, -2.091, 2.123)
H (-1.740, 5.234, 1.808)
H (-0.996, 7.342, 0.733)
H (0.617, 7.319, -1.100)
H (1.611, 5.185, -1.891)
Br (-5.343, -2.462, 0.862)
C (-4.500, -0.904, 0.202)
C (-5.177, 0.304, 0.137)
C (-4.481, 1.400, -0.346)
C (-3.158, 1.236, -0.731)
N (-2.528, 0.074, -0.675)
C (-3.188, -0.980, -0.226)
H (-6.203, 0.382, 0.463)
H (-4.958, 2.362, -0.423)
H (-2.579, 2.072, -1.098)
H (-2.630, -1.909, -0.173)
C (-0.302, -1.968, -0.444)
Ge (-0.104, -3.850, -0.064)
C (-0.324, -4.549, 1.778)
C (0.740, -5.121, 2.460)
C (0.545, -5.753, 3.676)
C (-0.720, -5.802, 4.236)
C (-1.789, -5.220, 3.572)
C (-1.591, -4.606, 2.348)
C (1.704, -4.448, -0.697)
C (2.857, -4.036, -0.038)
C (4.104, -4.453, -0.466)
C (4.217, -5.268, -1.581)
C (3.078, -5.658, -2.264)
C (1.830, -5.252, -1.820)
C (-1.501, -4.733, -1.183)
C (-1.775, -6.076, -0.953)
C (-2.686, -6.762, -1.735)
C (-3.359, -6.106, -2.753)
C (-3.119, -4.762, -2.975)
C (-2.193, -4.088, -2.200)
H (-0.689, -1.894, -1.461)
H (1.732, -5.085, 2.030)
H (1.381, -6.220, 4.178)
H (-0.874, -6.303, 5.182)
H (-2.780, -5.258, 4.004)
H (-2.432, -4.169, 1.823)
H (2.778, -3.370, 0.812)
H (4.990, -4.143, 0.070)
H (5.191, -5.591, -1.920)
H (3.158, -6.282, -3.143)
H (0.940, -5.558, -2.353)
H (-1.258, -6.588, -0.150)
H (-2.867, -7.812, -1.558)
H (-4.064, -6.639, -3.372)
H (-3.649, -4.237, -3.759)
H (-2.009, -3.042, -2.407)

The HOMO-LUMO gap (spin up / spin down) comes out at 4.808 / 3.194 eV. The relative energy (zero: lowest compared OMol25 entry of this formula, charge and spin) is 121.4 kJ/mol. The value obtained for the lowest unoccupied orbital energy (spin up / spin down) is -0.04729 / -0.06158 Ha.

A single C10H9N3O2 molecule, computed with ωB97M-V/def2-TZVPD.

Positions of all 24 atoms, in Å:
O (-0.619, -2.229, 0.509)
C (-0.665, -1.143, -0.035)
N (0.349, -0.590, -0.726)
C (1.659, -1.182, -0.792)
C (2.711, -0.265, -0.244)
C (4.064, -0.403, -0.150)
C (4.540, 0.786, 0.456)
C (3.443, 1.555, 0.682)
O (2.331, 0.927, 0.260)
C (-1.894, -0.287, -0.022)
C (-3.057, -0.716, 0.619)
N (-4.148, 0.030, 0.646)
C (-4.092, 1.205, 0.039)
C (-2.937, 1.639, -0.602)
N (-1.844, 0.896, -0.632)
H (0.213, 0.347, -1.078)
H (1.907, -1.442, -1.830)
H (1.617, -2.110, -0.209)
H (4.646, -1.243, -0.469)
H (5.557, 1.028, 0.687)
H (3.321, 2.527, 1.116)
H (-3.094, -1.676, 1.112)
H (-4.991, 1.806, 0.069)
H (-2.880, 2.597, -1.102)

The HOMO-LUMO gap comes out at 8.655 eV. The relative energy (zero: lowest compared OMol25 entry of this formula, charge and spin) is 0.0 kJ/mol. As for the structure (SMILES): O=C(NCc1ccco1)c1cnccn1. The value obtained for the lowest unoccupied orbital energy is 0.00077 Ha.

A molecular structure, C50H52AsBrN5OSSn, computed with ωB97M-V/def2-TZVPD.

Positions of all 112 atoms, in Å:
Sn (1.356, -0.508, 0.050)
S (3.769, 0.913, 0.733)
C (2.797, 2.354, 0.767)
C (3.336, 3.593, 0.350)
C (2.554, 4.723, 0.360)
C (1.225, 4.632, 0.777)
C (0.768, 3.389, 1.166)
N (1.515, 2.280, 1.172)
H (4.367, 3.620, 0.025)
H (2.969, 5.673, 0.041)
H (0.569, 5.491, 0.800)
H (-0.259, 3.268, 1.499)
O (0.485, -0.500, -7.304)
C (0.478, -0.496, -5.945)
C (-0.144, -1.489, -5.194)
C (-0.090, -1.396, -3.816)
N (0.530, -0.401, -3.175)
C (1.105, 0.522, -3.913)
Br (2.002, 1.914, -2.976)
C (1.122, 0.547, -5.299)
H (0.007, -1.275, -7.617)
H (-0.655, -2.318, -5.669)
H (-0.566, -2.137, -3.182)
H (1.612, 1.333, -5.853)
C (3.377, -0.169, 4.638)
C (2.265, 0.648, 3.974)
C (2.384, 2.112, 4.387)
C (0.903, 0.052, 4.255)
C (0.176, 0.421, 5.383)
C (-1.049, -0.161, 5.670)
C (-1.587, -1.096, 4.802)
C (-0.910, -1.476, 3.645)
C (-1.526, -2.476, 2.687)
C (-3.046, -2.343, 2.576)
C (-1.172, -3.917, 3.064)
C (0.353, -0.917, 3.403)
N (1.105, -1.355, 2.264)
C (1.862, -2.390, 2.433)
C (2.683, -2.911, 1.411)
C (3.570, -3.984, 1.456)
C (4.163, -4.041, 0.196)
C (3.608, -2.999, -0.566)
N (2.720, -2.309, 0.175)
C (3.826, -2.725, -2.037)
C (3.932, -1.226, -2.321)
C (2.627, -3.309, -2.798)
C (5.106, -3.408, -2.516)
H (4.348, 0.273, 4.403)
H (3.397, -1.203, 4.292)
H (3.253, -0.177, 5.726)
H (2.426, 0.606, 2.898)
H (2.438, 2.230, 5.474)
H (1.547, 2.706, 4.015)
H (3.302, 2.526, 3.963)
H (0.581, 1.171, 6.050)
H (-1.594, 0.131, 6.560)
H (-2.560, -1.525, 5.010)
H (-1.110, -2.294, 1.696)
H (-3.555, -2.795, 3.432)
H (-3.385, -2.859, 1.676)
H (-3.361, -1.300, 2.510)
H (-1.497, -4.134, 4.086)
H (-0.102, -4.111, 2.996)
H (-1.672, -4.612, 2.385)
H (1.878, -2.895, 3.400)
H (3.747, -4.628, 2.305)
H (4.902, -4.751, -0.141)
H (3.002, -0.696, -2.114)
H (4.158, -1.069, -3.381)
H (4.710, -0.752, -1.721)
H (1.691, -2.974, -2.351)
H (2.635, -4.401, -2.757)
H (2.645, -2.998, -3.848)
H (5.981, -3.031, -1.982)
H (5.248, -3.217, -3.583)
H (5.056, -4.490, -2.375)
N (-1.003, -3.073, -0.969)
C (-0.245, -2.320, -0.512)
C (-4.699, -2.017, -2.347)
C (-3.926, -1.384, -3.311)
C (-3.111, -0.321, -2.958)
C (-3.059, 0.129, -1.641)
C (-3.848, -0.496, -0.686)
C (-4.661, -1.568, -1.037)
As (-1.790, 1.575, -1.253)
C (-2.589, 2.886, -2.470)
C (-3.954, 2.944, -2.750)
C (-4.451, 3.892, -3.631)
C (-3.588, 4.793, -4.246)
C (-2.230, 4.741, -3.977)
C (-1.733, 3.789, -3.091)
C (-2.511, 2.197, 0.449)
C (-2.170, 1.450, 1.575)
C (-2.540, 1.870, 2.844)
C (-3.248, 3.055, 3.000)
C (-3.583, 3.810, 1.886)
C (-3.218, 3.383, 0.614)
H (-5.324, -2.859, -2.616)
H (-3.948, -1.728, -4.339)
H (-2.511, 0.165, -3.719)
H (-3.832, -0.160, 0.343)
H (-5.259, -2.057, -0.277)
H (-4.628, 2.234, -2.282)
H (-5.513, 3.927, -3.841)
H (-3.978, 5.532, -4.936)
H (-1.551, 5.435, -4.456)
H (-0.670, 3.745, -2.887)
H (-1.580, 0.542, 1.471)
H (-2.251, 1.283, 3.705)
H (-3.526, 3.394, 3.991)
H (-4.127, 4.740, 2.002)
H (-3.476, 3.987, -0.247)

The HOMO-LUMO gap comes out at 6.299 eV. The relative energy (zero: lowest compared OMol25 entry of this formula, charge and spin) is 0.0 kJ/mol. The value obtained for the lowest unoccupied orbital energy is 0.07703 Ha. The total charge is -1.

A molecular structure, C21H46NOP3PtS in a non-equilibrium geometry, computed with ωB97M-V/def2-TZVPD.

Positions of all 74 atoms, in Å:
Pt (-0.195, -0.376, -0.066)
P (0.418, -2.543, 0.410)
P (1.896, 0.731, 0.420)
P (-2.340, -0.983, -0.940)
H (-2.460, 1.896, -2.901)
C (-1.460, 2.289, -3.010)
C (-0.680, 2.062, -1.729)
H (-1.186, 2.646, -0.903)
C (0.902, -3.392, -1.133)
C (1.809, -2.728, 1.562)
C (-0.958, -3.392, 1.243)
C (2.641, 2.444, 0.435)
C (2.344, 0.386, 2.164)
C (3.142, -0.118, -0.640)
C (-3.543, -0.192, -2.102)
C (-3.314, -1.117, 0.596)
C (-2.349, -2.626, -1.776)
H (-1.006, 1.785, -3.902)
H (-0.509, 0.991, -1.398)
H (1.178, -4.435, -0.914)
H (1.769, -2.888, -1.579)
H (0.092, -3.402, -1.869)
H (1.958, -3.801, 1.766)
H (1.545, -2.224, 2.503)
H (2.732, -2.298, 1.148)
H (-0.629, -4.396, 1.547)
H (-1.844, -3.491, 0.609)
H (-1.226, -2.804, 2.131)
H (3.384, 2.504, 1.255)
H (1.854, 3.169, 0.648)
H (3.140, 2.709, -0.504)
H (3.093, -0.410, 2.260)
H (1.440, 0.130, 2.725)
H (2.742, 1.308, 2.604)
H (4.164, 0.139, -0.331)
H (3.007, 0.219, -1.675)
H (3.044, -1.208, -0.645)
H (-4.407, -0.880, -2.196)
H (-3.129, -0.046, -3.120)
H (-3.967, 0.760, -1.716)
H (-3.899, -2.045, 0.559)
H (-3.991, -0.248, 0.594)
H (-2.638, -1.104, 1.470)
H (-3.389, -2.864, -2.045)
H (-1.957, -3.439, -1.163)
H (-1.751, -2.564, -2.695)
C (1.562, 2.538, -3.548)
C (1.623, 1.288, -4.206)
C (2.519, 1.135, -5.292)
C (3.278, 2.231, -5.748)
C (3.202, 3.485, -5.111)
C (2.307, 3.629, -4.061)
S (0.703, 3.194, -2.142)
H (-1.427, 3.349, -3.292)
H (0.999, 0.471, -3.847)
H (2.682, 0.127, -5.722)
H (4.033, 2.053, -6.527)
H (3.853, 4.324, -5.352)
H (2.168, 4.626, -3.595)
C (-2.094, 0.621, 5.985)
N (-1.324, -0.083, 4.973)
C (-0.615, -1.300, 5.359)
C (-1.332, 0.242, 3.662)
C (-2.047, 1.492, 3.269)
O (-0.740, -0.507, 2.845)
H (-1.882, 0.154, 6.950)
H (-3.169, 0.558, 5.781)
H (-1.807, 1.675, 6.023)
H (-1.052, -2.193, 4.867)
H (0.455, -1.235, 5.080)
H (-0.706, -1.406, 6.452)
H (-1.835, 1.682, 2.220)
H (-3.124, 1.365, 3.410)
H (-1.699, 2.334, 3.871)

The HOMO-LUMO gap (spin up / spin down) comes out at 7.968 / 4.409 eV. The relative energy (zero: lowest compared OMol25 entry of this formula, charge and spin) is 0.0 kJ/mol. As for the expectation value of S²: 6.05. The value obtained for the lowest unoccupied orbital energy (spin up / spin down) is -0.38406 / -0.56689 Ha. The total charge is +4. The spin multiplicity is 5.

2 unconnected molecules or ions with the total composition C7H12NO in a non-equilibrium geometry, computed with ωB97M-V/def2-TZVPD.

Positions of all 21 atoms, in Å:
C (-0.094, -3.425, -0.129)
C (0.504, -2.291, -0.115)
C (1.172, -1.251, -0.280)
C (-2.774, 1.552, 0.665)
C (1.337, 0.629, 1.013)
C (2.424, 0.571, -1.199)
C (-2.216, 0.802, -0.529)
N (1.825, -0.201, -0.062)
O (-1.201, 0.182, -0.472)
H (0.128, -4.331, -0.664)
H (-2.322, 1.134, 1.659)
H (-2.427, 2.707, 0.780)
H (-3.845, 1.798, 0.697)
H (0.466, 0.279, 1.453)
H (1.131, 1.725, 0.669)
H (2.147, 0.612, 1.686)
H (3.074, 0.057, -1.869)
H (2.912, 1.337, -0.621)
H (1.593, 0.736, -1.871)
H (-2.916, 0.907, -1.383)
H (-0.920, -3.527, 0.572)

The HOMO-LUMO gap comes out at 8.323 eV. The relative energy (zero: lowest compared OMol25 entry of this formula, charge and spin) is 437.4 kJ/mol. The value obtained for the lowest unoccupied orbital energy is -0.19269 Ha. The total charge is +1.

9 unconnected molecules or ions with the total composition C41H64N9O4P2, computed with ωB97M-V/def2-TZVPD.

Positions of all 120 atoms, in Å:
C (1.000, -1.709, -0.475)
C (0.242, -0.596, 0.261)
C (0.732, -0.319, 1.683)
C (2.097, 0.367, 1.803)
O (2.609, 0.720, 0.474)
P (3.623, 1.877, 0.153)
C (2.628, 3.244, -0.489)
N (1.471, 3.538, 0.340)
C (4.750, 1.379, -1.153)
C (4.906, -0.148, -1.366)
C (4.246, -0.668, -2.653)
C (4.625, 2.238, 1.609)
P (5.331, 3.909, 1.579)
O (6.008, 4.084, 0.298)
O (4.053, 4.824, 1.812)
O (6.195, 3.940, 2.899)
H (0.305, -2.407, -0.943)
H (1.660, -1.319, -1.251)
H (1.615, -2.290, 0.218)
H (-0.812, -0.865, 0.338)
H (0.266, 0.328, -0.324)
H (-0.005, 0.300, 2.198)
H (0.774, -1.266, 2.224)
H (2.851, -0.272, 2.262)
H (2.013, 1.288, 2.381)
H (3.292, 4.110, -0.571)
H (2.391, 2.921, -1.514)
H (0.899, 4.240, -0.119)
H (0.883, 2.713, 0.428)
H (5.698, 1.860, -0.895)
H (4.409, 1.871, -2.067)
H (5.975, -0.358, -1.378)
H (4.507, -0.687, -0.503)
H (3.719, 0.120, -3.194)
H (3.521, -1.454, -2.444)
H (4.983, -1.082, -3.339)
H (5.506, 1.597, 1.487)
H (4.155, 1.986, 2.557)
H (4.075, 5.528, 2.473)
H (6.175, 4.700, 3.492)
N (1.247, -5.174, -1.406)
C (0.339, -5.989, -2.025)
C (-0.128, -6.876, -1.091)
C (0.528, -6.586, 0.137)
C (1.373, -5.531, -0.093)
H (1.755, -4.435, -1.857)
H (0.110, -5.874, -3.071)
H (-0.845, -7.663, -1.261)
H (0.389, -7.092, 1.079)
H (2.051, -5.016, 0.566)
N (-3.258, -7.813, -2.895)
C (-3.000, -9.098, -3.292)
C (-4.199, -9.703, -3.556)
C (-5.221, -8.747, -3.310)
C (-4.609, -7.591, -2.904)
H (-2.565, -7.135, -2.638)
H (-1.992, -9.471, -3.356)
H (-4.331, -10.719, -3.890)
H (-6.282, -8.892, -3.419)
H (-5.019, -6.636, -2.626)
N (-4.686, -2.533, -0.536)
C (-5.304, -1.314, -0.598)
C (-4.377, -0.398, -1.015)
C (-3.153, -1.092, -1.210)
C (-3.374, -2.410, -0.903)
H (-5.133, -3.394, -0.275)
H (-6.345, -1.204, -0.344)
H (-4.551, 0.656, -1.156)
H (-2.221, -0.665, -1.543)
H (-2.718, -3.264, -0.921)
N (3.060, -8.642, 1.044)
C (3.732, -8.112, 2.111)
C (4.645, -9.040, 2.538)
C (4.517, -10.176, 1.693)
C (3.531, -9.898, 0.784)
H (2.333, -8.172, 0.533)
H (3.504, -7.126, 2.480)
H (5.325, -8.922, 3.365)
H (5.082, -11.091, 1.751)
H (3.128, -10.489, -0.021)
N (1.217, 6.703, 2.273)
C (0.357, 7.606, 2.836)
C (0.853, 8.863, 2.613)
C (2.066, 8.718, 1.887)
C (2.263, 7.375, 1.694)
H (1.109, 5.704, 2.285)
H (-0.535, 7.282, 3.345)
H (0.399, 9.785, 2.931)
H (2.716, 9.509, 1.552)
H (3.045, 6.847, 1.176)
N (-5.549, 3.373, -1.710)
C (-6.260, 4.413, -1.176)
C (-5.372, 5.402, -0.846)
C (-4.074, 4.939, -1.195)
C (-4.217, 3.683, -1.725)
H (-5.949, 2.517, -2.048)
H (-7.330, 4.365, -1.079)
H (-5.625, 6.353, -0.408)
H (-3.146, 5.474, -1.080)
H (-3.490, 2.993, -2.118)
N (2.613, 9.548, -1.362)
C (1.614, 10.483, -1.402)
C (1.951, 11.415, -2.346)
C (3.203, 11.028, -2.897)
C (3.585, 9.873, -2.269)
H (2.620, 8.753, -0.749)
H (0.755, 10.404, -0.757)
H (1.367, 12.280, -2.613)
H (3.759, 11.541, -3.663)
H (4.463, 9.261, -2.391)
N (-6.456, -2.243, 4.022)
C (-6.806, -2.401, 2.709)
C (-8.157, -2.200, 2.608)
C (-8.640, -1.907, 3.912)
C (-7.567, -1.942, 4.761)
H (-5.527, -2.336, 4.389)
H (-6.068, -2.639, 1.963)
H (-8.740, -2.260, 1.703)
H (-9.659, -1.699, 4.193)
H (-7.504, -1.781, 5.824)

The HOMO-LUMO gap comes out at 6.816 eV. The value obtained for the lowest unoccupied orbital energy is -0.09980 Ha. The total charge is +1.

A molecular structure, C13H16N2 in a non-equilibrium geometry, computed with ωB97M-V/def2-TZVPD.

Positions of all 31 atoms, in Å:
C (-1.055, -1.474, 0.070)
C (1.840, -0.740, -3.872)
C (2.736, -0.377, -2.820)
C (0.496, -0.508, -3.702)
C (2.292, 0.056, -1.607)
C (0.089, -0.202, -2.361)
C (0.884, 0.139, -1.379)
C (0.313, 0.179, 2.255)
C (1.105, 0.502, 1.050)
C (-1.268, -0.112, 0.361)
C (-1.184, 0.280, 1.787)
C (-1.721, 1.740, 1.880)
C (-2.101, -0.682, 2.560)
N (-0.776, -2.583, -0.092)
N (0.346, 0.627, -0.196)
H (2.386, -0.933, -4.744)
H (3.728, -0.401, -3.189)
H (-0.304, -0.927, -4.401)
H (3.083, 0.222, -0.883)
H (-0.917, 0.130, -2.280)
H (0.514, -0.855, 2.518)
H (0.616, 0.823, 3.188)
H (1.418, 1.572, 1.185)
H (1.998, -0.232, 1.020)
H (-2.055, 0.287, -0.265)
H (-2.717, 1.865, 1.536)
H (-1.024, 2.316, 1.365)
H (-1.498, 2.199, 2.775)
H (-1.831, -1.740, 2.629)
H (-3.053, -0.659, 2.047)
H (-2.341, -0.514, 3.565)

The HOMO-LUMO gap comes out at 8.647 eV. The relative energy (zero: lowest compared OMol25 entry of this formula, charge and spin) is 356.9 kJ/mol. The value obtained for the lowest unoccupied orbital energy is 0.02216 Ha.